{"formula": "CH2P2S3", "method": "the ωB97M-V functional and the def2-TZVPD basis", "elements": ["C", "P", "P", "S", "S", "S", "H", "H"], "xyz": [[-0.735, 0.282, -0.009], [1.121, 0.692, 0.176], [-1.109, -0.989, -1.288], [1.936, -0.421, 1.510], [1.621, 2.355, -0.590], [-0.558, -2.738, -0.478], [-0.972, -0.256, 0.917], [-1.305, 1.075, -0.237]], "forces_ev_per_angstrom": [[3.1, -3.5, 0.9], [-1.4, -0.1, 1.2], [0.8, -2.4, 0.5], [-0.1, 0.3, -0.8], [0.1, -0.3, -0.3], [-0.7, 2.1, -1.0], [0.0, 0.6, 0.0], [-1.8, 3.3, -0.5]], "de_lowest_kcal_mol": 26.0, "gap_ev": 7.120, "homo_ev": -9.12}